Formula: C43H109N8O16
Source: the OMol25 dataset
Level of theory: ωB97M-V/def2-TZVPD

Properties
Orbital gap in eV: 7.31
LUMO level in eV: 2.214
Net charge: -1
Max |F| in Eh/bohr: 0.0686
Calculated total energy in Ha: -3345.30723

Geometry as XYZ:
```
176
Properties=species:S:1:pos:R:3:forces:R:3
O -0.347155 28.028830 6.055448 -0.4120 -1.9178 -2.3588
C 0.147727 28.702633 7.077261 0.7960 2.0924 2.7241
O -0.406934 29.746791 7.388529 -1.6406 1.7974 -0.6130
O 1.120390 28.269375 7.700454 1.8587 -2.4588 -0.3057
H -0.999901 28.635622 5.698631 -0.3214 0.0627 -0.0640
C 4.489428 31.419691 5.759476 1.0194 -1.2147 -0.0473
O 4.789744 30.040039 5.417939 -1.0299 0.9046 -0.1240
C 3.612866 29.222629 5.581312 1.3778 -0.8775 -0.0116
C 3.828705 27.889155 4.807123 -0.4832 1.1997 0.9348
N 4.021945 28.048502 3.389116 -0.1247 -0.2604 0.3641
C 4.322803 26.766520 2.769470 -0.6748 1.2117 0.4207
C 4.912273 27.122007 1.459964 -0.6907 -2.2043 -1.2051
O 6.176575 27.665245 1.609836 0.4448 0.4748 0.5894
C 6.997965 27.417270 0.512307 0.5966 0.9869 -0.0687
H 3.685277 31.844242 5.158488 0.0753 -0.0331 -0.3601
H 5.459408 31.892929 5.606876 -0.3362 0.4917 -0.1142
H 4.205565 31.538301 6.805153 -0.0079 -0.2035 0.2243
H 2.739659 29.810960 5.299391 -0.2309 -0.3103 -0.1665
H 3.571489 28.966261 6.639921 -0.5697 0.0012 0.1179
H 2.980238 27.238522 5.018962 -0.4498 0.1353 -0.2641
H 4.640924 27.335017 5.277595 0.6007 0.1265 0.1807
H 4.795988 28.662121 3.178327 0.1591 0.2752 0.4820
H 3.372084 26.240010 2.685549 0.1482 -0.3460 -0.2556
H 5.020101 26.159254 3.346613 0.1548 -0.1819 0.1801
H 4.201770 27.707353 0.876313 0.1364 0.6843 -0.0281
H 5.002309 26.189981 0.902003 0.1129 -0.3549 -0.3113
H 7.319889 26.380662 0.412821 -0.3812 -0.2894 -0.0528
H 7.903345 28.004344 0.666367 0.0522 0.0420 -0.0202
H 6.514710 27.803825 -0.384996 0.0501 -0.2940 -0.3921
C -3.266759 24.655336 4.142929 0.7108 -0.6756 1.2517
O -2.834591 24.429447 5.516170 -0.7859 0.2077 -0.9723
C -1.893077 25.416901 5.944877 -1.2172 0.1238 0.4316
C -1.662467 25.306502 7.455400 1.1880 -0.3821 -1.6254
N -1.097419 23.992205 7.788315 -0.3314 0.4878 1.9671
C -0.998488 23.784038 9.276294 -0.5297 0.2826 -0.9464
C -2.315831 23.844214 10.076440 -0.1438 -0.6810 -0.8443
O -3.138856 22.784817 9.588041 0.9183 -0.5322 0.0044
C -4.385407 22.765004 10.184188 -0.7141 0.4749 -0.0100
H -3.923036 23.843496 3.829361 0.1326 -0.1857 0.2881
H -2.361010 24.622665 3.537408 -0.0850 0.2952 -0.4291
H -3.838996 25.572240 4.001768 0.2711 0.3429 0.2070
H -2.338333 26.406148 5.838852 -0.0018 0.2230 -0.4182
H -1.010102 25.366116 5.307787 0.3232 -0.0638 0.2929
H -2.538037 25.688600 7.980249 -0.3724 -0.5895 0.1703
H -0.891833 26.059025 7.622521 0.2207 0.0714 0.3226
H -1.630044 23.213205 7.428357 -0.4065 0.2365 -0.2792
H -0.308688 24.523372 9.683327 0.1280 -0.0919 0.0238
H -0.593045 22.777121 9.375430 0.1374 0.0698 0.3704
H -2.907842 24.753747 9.974613 0.3222 0.4816 -0.1556
H -2.141129 23.703540 11.143113 0.2606 -0.0614 0.2176
H -4.364206 22.761300 11.273975 0.2735 -0.1759 0.3091
H -4.962239 21.903736 9.847165 0.1687 0.0025 -0.1213
H -4.904670 23.680998 9.902368 -0.4841 0.1509 -0.0463
C 7.113700 31.554314 8.032319 -0.5894 1.4817 0.9720
O 6.079180 31.398247 9.038925 1.0993 -0.8887 -1.0300
C 6.581726 30.569691 10.075435 -1.6077 -0.8185 1.2027
C 5.394549 30.134824 10.996332 -0.6267 0.2324 -0.0446
N 4.253267 29.497621 10.274568 1.7145 -0.0851 0.2351
C 4.676809 28.254406 9.565047 -1.2597 0.0803 1.2762
C 5.072145 27.087923 10.500866 1.5437 0.5478 0.1561
O 6.456674 27.202622 11.003838 -0.7095 -0.0390 -0.1579
C 6.852372 26.061279 11.737212 0.5023 -0.4147 -1.2184
H 8.001621 31.918021 8.549436 0.3953 -0.2234 0.0327
H 6.803024 32.408830 7.431170 -0.1500 -0.2764 -0.2728
H 7.376297 30.704839 7.401835 -0.4744 -0.3401 0.2443
H 7.335610 31.121340 10.637077 0.2344 -0.1127 0.1433
H 6.956640 29.604489 9.734968 0.5853 0.2113 -0.5421
H 5.021730 30.971084 11.587746 -0.2637 0.4097 -0.4265
H 5.651569 29.436303 11.792649 0.7807 -0.1631 -0.3434
H 4.009367 30.147921 9.541272 -0.4728 0.1559 -0.1141
H 5.361714 28.466137 8.743965 0.4810 -0.3949 0.1027
H 3.740454 27.926989 9.113235 -0.0210 -0.2560 -0.3115
H 4.974600 26.155820 9.944297 0.0728 -0.1590 -0.0954
H 4.498657 26.998386 11.423462 -0.7506 0.3269 -0.2942
H 6.890904 25.202607 11.066911 -0.2690 -0.3606 -0.2660
H 6.227348 25.742575 12.571401 -0.2147 0.5544 0.2714
H 7.900662 26.162741 12.018075 -0.1530 0.4612 0.4221
C -2.355061 31.546275 4.945488 0.7518 -0.4554 -1.0945
O -3.572373 32.115121 4.459044 0.6869 0.5913 0.2008
C -3.514135 33.556382 4.526685 -0.9144 -0.9542 -0.0687
C -4.797484 34.088030 3.914637 0.2913 0.5314 -0.3095
N -4.897742 33.633987 2.536720 -0.4596 -0.5946 -0.5884
C -6.215409 33.848692 1.845768 0.5810 -1.1473 1.2972
C -6.291178 33.276608 0.410495 1.6258 1.4714 -0.3433
O -6.019042 31.920898 0.141060 -1.3349 -0.3459 0.4600
C -7.200750 31.096207 0.227793 0.4978 0.4511 0.9521
H -1.561532 31.718681 4.218381 0.3798 0.8949 -0.0742
H -2.322576 30.460384 4.856797 -1.0726 -0.1444 0.5777
H -2.020287 31.856272 5.935400 -0.3145 0.0770 0.1109
H -2.716831 34.029800 3.953717 0.6400 -0.5057 0.0556
H -3.456694 33.800518 5.587441 0.1537 0.4521 0.0383
H -4.654974 35.167024 3.854909 -0.6423 0.2816 0.6562
H -5.621011 33.718150 4.525445 -0.4479 0.4943 0.2079
H -4.741932 32.653882 2.724377 -0.1119 -0.6799 -1.1018
H -6.386498 34.925177 1.848462 -0.0383 0.0661 -0.4662
H -7.005008 33.430742 2.470219 -0.4201 -0.1739 0.1571
H -5.468168 33.795299 -0.081142 0.0953 0.1151 -0.2770
H -7.185348 33.613484 -0.113993 -0.3756 -0.0524 0.2452
H -7.662089 30.847527 -0.727937 0.5914 -0.2320 -0.2906
H -8.004079 31.593639 0.771237 0.0707 0.2477 0.2761
H -6.897927 30.247174 0.840616 -0.2891 -0.3658 -0.4607
C -2.279794 32.991101 0.609332 1.2257 1.0858 0.3020
O -1.050413 33.687421 0.228408 0.7332 -1.2696 0.7647
C 0.040241 33.542722 1.249081 -1.2580 -0.6957 -1.2795
C 0.545784 32.071566 1.386332 -0.7805 0.7883 0.4041
N 1.594048 31.875268 2.419745 -0.6746 0.4094 -0.9325
C 1.995641 30.476179 2.448261 -0.0107 -0.8819 1.1964
C 0.972415 29.566000 3.171891 0.5388 -0.2372 -1.3457
O -0.005525 29.169315 2.201014 -1.3427 -0.3968 1.1900
C -0.960393 28.264683 2.800383 0.1656 0.2575 -1.1916
H -2.562954 33.458865 1.552265 -0.5089 -0.3995 0.0298
H -2.171450 31.911990 0.718256 0.1998 -0.0242 0.0143
H -3.045934 33.176305 -0.143552 0.2188 0.2037 -0.0195
H -0.380504 33.908060 2.185878 0.2526 0.0141 0.2651
H 0.812843 34.209415 0.866037 0.0336 0.0238 0.2034
H 0.878255 31.717598 0.410494 0.0599 -0.0311 -0.2832
H -0.323974 31.473178 1.657545 0.1813 -0.1129 0.0478
H 2.376819 32.402775 2.060442 0.3984 0.1559 0.2896
H 2.935502 30.337902 2.982710 0.0126 0.4243 0.2593
H 2.236843 30.074648 1.464042 -0.3865 -0.2186 -0.3757
H 0.559268 30.050262 4.056712 -0.3241 0.3245 -0.0318
H 1.399126 28.617698 3.498615 0.6560 0.1895 0.2247
H -0.487540 27.413029 3.289456 0.2798 -0.0065 0.0711
H -1.582480 27.904098 1.981184 0.0981 -0.1177 -0.0923
H -1.665331 28.708677 3.503252 0.2426 0.5151 0.2328
C -2.122032 36.381079 7.734811 1.6472 0.9903 -1.2519
C -1.545354 35.009842 7.949140 -2.2132 -1.8644 -1.0882
C -0.556386 34.569376 6.832556 1.0403 -1.0482 1.3239
O -0.033873 33.231567 7.068288 -0.7428 0.6246 0.5428
C 0.908779 32.697898 6.132379 -0.6971 1.2217 0.1394
N -1.016110 34.813540 9.264775 1.1075 0.5633 0.3003
H -1.248350 37.032603 7.717689 0.0556 0.7347 0.7618
H -2.866395 36.689028 8.469116 0.1010 -0.0897 -0.1570
H -2.419432 36.550336 6.699919 -0.8728 -0.3444 -0.0372
H -2.435709 34.387509 7.859405 0.0434 -0.7750 0.0252
H 0.270881 35.266562 6.965426 0.4621 0.3316 -0.5716
H -0.984535 34.633764 5.832231 -0.1481 0.1951 -0.0776
H 1.809882 33.309926 6.093214 0.1698 0.3590 -0.0745
H 0.417574 32.728932 5.159821 0.3722 -0.4437 -0.3798
H 1.237340 31.704868 6.439027 -0.6648 -0.0637 0.1307
H -0.250027 35.471699 9.270229 1.0149 -0.1159 0.3495
H -1.593943 35.253589 9.966606 -0.7373 -0.2493 0.0614
C 3.802789 23.692632 7.186042 -0.9234 -0.2606 -0.1624
C 2.790173 24.806168 6.724970 1.2511 0.5727 0.5606
C 1.876644 24.530081 5.495945 0.8030 -0.4419 1.1342
O 2.582896 24.182365 4.298911 -2.1141 0.5356 -0.3721
C 1.571122 24.097215 3.259343 1.2886 -1.3449 -0.6551
N 2.021145 25.305795 7.899750 -0.0676 -1.0499 -0.7496
H 3.303737 22.764300 7.463986 -0.3047 -0.0368 0.1776
H 4.333948 24.047420 8.069275 -0.1849 0.1652 0.0304
H 4.568544 23.371533 6.479917 -0.1475 0.4349 -0.4989
H 3.484710 25.629238 6.556818 -0.1505 0.2292 -0.7738
H 1.187909 25.354226 5.310135 0.2704 0.5363 0.0941
H 1.225948 23.697903 5.764574 -0.1567 -0.3310 0.1221
H 0.653520 23.541421 3.452155 -0.0600 -0.0792 1.1805
H 2.037145 23.438546 2.526478 0.1436 0.4088 -0.4887
H 1.218021 25.011244 2.781878 0.5688 0.5576 0.3129
H 1.111692 24.870602 7.839702 -0.3822 -0.5010 0.3424
H 1.786786 26.279343 7.767891 0.1519 0.7598 -0.1695
C 0.476702 26.915985 11.198916 -0.7932 -0.7943 1.7489
C -0.199006 28.243614 10.981045 1.6414 0.4521 0.2477
C -0.768875 28.876904 12.286887 0.0210 -0.6384 -1.2873
O -1.482567 30.068943 12.003905 -1.7961 0.0779 1.4335
C -2.811397 30.173845 12.656198 1.1782 -0.2492 -1.8714
N 0.818362 29.086427 10.371327 -0.2434 0.5556 -0.3694
H 1.249409 27.001905 11.962878 0.4640 0.0806 -0.1790
H 0.862946 26.465513 10.284581 -0.0068 0.1610 0.0471
H -0.258668 26.271053 11.679954 -0.1449 -0.7992 -0.1358
H -0.966352 27.984289 10.251636 -0.5399 0.8812 0.0144
H 0.005583 29.137169 13.008395 0.3937 -0.2784 -0.0609
H -1.366571 28.059574 12.690403 -0.6136 0.2181 0.5088
H -3.193685 31.155112 12.374987 0.1345 -0.0051 0.0694
H -2.904544 30.050003 13.735124 0.7275 -0.0708 0.1624
H -3.438211 29.428216 12.167074 -0.2637 -0.1271 0.1307
H 0.981084 28.656809 9.471849 -0.3346 0.6468 -1.0715
H 1.730402 28.878127 10.751976 0.2367 0.2051 1.0220
```
Forces are in eV/Å.

Atom charges from the Mulliken analysis, given in e for atoms 1 to 2: atom 1 (O): 0.776, atom 2 (C): 0.152